Entry 1:
The following is a quantum chemistry calculation of a cluster of 8 separate species, C28H39BN7 in total in a non-equilibrium geometry, from the OMol25 dataset.

Atoms and positions in Å:
B1 21.4090 20.2390 4.9450
H1 22.1330 19.3100 5.4170
H2 20.8850 19.9320 3.7230
H3 20.5230 20.5230 5.8090
H4 22.0830 21.1780 4.7330
N1 26.5040 20.8970 6.9530
C1 25.5520 21.7050 6.2690
C2 26.0010 23.0790 6.4130
C3 27.1580 23.1080 7.2430
C4 27.4510 21.6540 7.5130
H5 26.7190 19.9790 7.2430
H6 24.7300 21.1630 5.7900
H7 25.4230 23.9590 5.8750
H8 27.6200 24.1570 7.5530
H9 28.2980 21.3790 8.0110
N2 19.0940 17.6000 5.8270
C5 18.5460 16.5350 5.1060
C6 17.8390 15.5910 6.0990
C7 18.1720 16.1470 7.4170
C8 19.0820 17.3530 7.2350
H10 19.6470 18.3260 5.5650
H11 18.6120 16.3970 4.0960
H12 17.4100 14.6890 5.6590
H13 18.0150 15.9120 8.4080
H14 19.5810 17.8150 7.9640
N3 20.6360 25.2650 4.9380
C9 19.9400 26.3780 5.1830
C10 20.1600 26.7600 6.6110
C11 20.9400 25.6740 7.1470
C12 21.4200 24.7930 6.0720
H15 20.5900 25.0430 4.0250
H16 19.3910 26.8870 4.2850
H17 19.6380 27.6750 7.1150
H18 21.3520 25.4920 8.1410
H19 21.9540 23.8410 6.0110
N4 16.2320 21.7020 3.9510
C13 15.0670 21.4020 3.2100
C14 15.2470 20.0230 2.6500
C15 16.4890 19.5240 3.2510
C16 17.1230 20.5810 3.9810
H20 16.4080 22.5870 4.5060
H21 14.5200 22.1390 3.0810
H22 14.3770 19.5570 2.1180
H23 16.8830 18.4370 3.2810
H24 17.9170 20.5620 4.6510
N5 23.5860 18.4260 2.8870
C17 23.6340 17.7150 1.6600
C18 25.1020 17.3380 1.2900
C19 25.8740 17.8930 2.5020
C20 24.8490 18.5700 3.4490
H25 22.6190 18.7600 3.3050
H26 22.7540 17.6590 0.9440
H27 25.3750 16.8420 0.3960
H28 26.8570 17.7420 2.5870
H29 24.9090 19.0210 4.4000
N6 16.7260 21.5200 8.3970
C21 18.0400 21.7630 7.8560
C22 18.6300 22.9880 8.5430
C23 17.5940 23.3890 9.5320
C24 16.4180 22.5440 9.3620
H30 16.1790 20.8710 8.2530
H31 18.4750 21.1630 7.1660
H32 19.7230 23.3450 8.1540
H33 17.6470 24.3900 10.2390
H34 15.5440 22.5970 9.7490
N7 20.2940 23.0130 2.6600
C25 19.1050 23.6770 2.5750
C26 19.3560 24.9010 1.6700
C27 20.8270 24.9620 1.3970
C28 21.4170 23.7270 2.1320
H35 20.5810 22.1430 3.1900
H36 18.3010 23.2260 2.9340
H37 18.6610 25.7080 1.3310
H38 21.4460 25.5270 0.6950
H39 22.3380 23.3360 2.1260

Results
Energy above the lowest of the compared OMol25 structures with the same formula, charge and spin: 211.2 kcal/mol
Frontier orbital gap: 0.2933 hartree
Charge: -1

Atomic partial charges in e from the Löwdin method, atoms 1 to 4: atom 1 (B): -0.48, atom 2 (H): -0.04, atom 3 (H): -0.02, atom 4 (H): -0.05



Entry 2:
The following is a quantum chemistry calculation of a structure of composition C28H39BiBr2GeN6O3, from the OMol25 dataset.

Atoms and positions in Å:
Bi1 0.2629 0.4062 -0.3023
C1 -1.5156 -4.1436 0.8406
C2 -1.3384 -3.0937 -0.2470
C3 -2.6678 -2.4571 -0.6213
C4 -0.6569 -3.6931 -1.4619
O1 -0.4590 -2.0185 0.2716
Ge1 -0.5080 -1.5584 2.0374
O2 1.0304 -0.5995 1.8292
C5 2.1001 -0.4846 2.8425
C6 1.4815 -0.6054 4.2256
C7 3.1036 -1.5924 2.5812
C8 2.7110 0.8889 2.6272
O3 -1.6504 -0.2185 1.8474
C9 -2.7649 0.1676 2.7253
C10 -3.8707 0.6423 1.7971
C11 -2.2841 1.2848 3.6346
C12 -3.2065 -1.0481 3.5265
H1 -2.0545 -5.0074 0.4528
H2 -2.1047 -3.7531 1.6791
H3 -0.5473 -4.4913 1.2083
H4 -3.3834 -3.2216 -0.9231
H5 -2.5431 -1.7619 -1.4564
H6 -3.0885 -1.9120 0.2251
H7 -1.3395 -4.3884 -1.9504
H8 0.2398 -4.2513 -1.1886
H9 -0.3971 -2.9198 -2.1874
H10 1.0910 -1.6150 4.3950
H11 0.6781 0.1225 4.3537
H12 2.2270 -0.4188 4.9977
H13 2.6194 -2.5712 2.6144
H14 3.8832 -1.5815 3.3428
H15 3.5793 -1.4679 1.6063
H16 1.9751 1.6747 2.8128
H17 3.0974 0.9832 1.6080
H18 3.5452 1.0393 3.3118
H19 -3.5016 1.4306 1.1372
H20 -4.6976 1.0465 2.3803
H21 -4.2499 -0.1799 1.1894
H22 -1.8890 2.1166 3.0470
H23 -1.5040 0.9335 4.3112
H24 -3.1070 1.6589 4.2427
H25 -3.5001 -1.8643 2.8614
H26 -4.0628 -0.8044 4.1542
H27 -2.4040 -1.3895 4.1900
Br1 6.1881 -2.4411 -2.6173
C13 4.5937 -1.7041 -2.0266
C14 3.5928 -2.5081 -1.4958
C15 2.4299 -1.9071 -1.0689
N1 2.2225 -0.5836 -1.1584
C16 3.2016 0.2050 -1.6469
C17 4.3951 -0.3265 -2.0898
C18 2.9556 1.6708 -1.5950
C19 3.8046 2.5830 -2.1879
C20 3.5745 3.9441 -2.0074
Br2 4.6980 5.1907 -2.7923
C21 2.4996 4.3497 -1.2250
C22 1.6744 3.3813 -0.7009
N2 1.8784 2.0676 -0.8866
H28 3.7202 -3.5779 -1.4091
H29 1.6271 -2.4830 -0.6328
H30 5.1865 0.3060 -2.4620
H31 4.6431 2.2599 -2.7858
H32 2.3061 5.3959 -1.0365
H33 0.8170 3.6615 -0.1063
N3 -1.9272 0.8992 -4.1177
C23 -1.1829 -0.1504 -4.6095
C24 -0.2833 -0.4563 -3.6424
N4 -0.4696 0.3977 -2.5725
C25 -1.4746 1.2070 -2.8948
C26 -1.9159 2.2587 -1.9903
N5 -1.3321 2.4165 -0.8146
C27 -1.9572 3.4866 -0.2172
C28 -2.9129 3.9767 -1.0542
N6 -2.8774 3.1835 -2.1731
H34 -2.6851 1.3431 -4.6151
H35 -1.3532 -0.5710 -5.5853
H36 0.4924 -1.2021 -3.6560
H37 -1.6981 3.8352 0.7685
H38 -3.6022 4.7970 -0.9504
H39 -3.4731 3.3054 -2.9783

Results
Expectation value of S²: 0.754
Spin multiplicity: 2
Frontier orbital gap (spin up / spin down): 0.2992 / 0.2514 hartree
Charge: +3

Atomic partial charges in e from the Löwdin method, atoms 1 to 4: atom 1 (Bi): 2.08, atom 2 (C): -0.04, atom 3 (C): -0.64, atom 4 (C): -0.01



Entry 3:
The following is a quantum chemistry calculation of a structure of composition C28H39Br2FN15O8Ti in a non-equilibrium geometry, from the OMol25 dataset.

Atoms and positions in Å:
Ti1 0.8740 0.1293 -0.1243
Br1 0.8429 -2.5098 -0.2152
C1 2.6767 -2.5300 2.7880
Br2 3.3213 -1.0365 3.6709
H1 3.0823 -2.7308 1.8108
H2 1.8021 -3.0060 3.2014
N1 3.6005 1.8543 1.3311
C2 3.8769 0.7672 0.5355
N2 5.0682 0.5396 0.0313
N3 4.9105 -0.6446 -0.6181
N4 3.7124 -1.0759 -0.5015
N5 2.9861 -0.1837 0.2525
C3 2.3542 2.1151 1.8240
N6 2.0966 3.0970 2.6679
N7 0.7855 2.9237 2.9638
N8 0.2989 1.9213 2.3419
N9 1.2925 1.3516 1.5703
H3 4.3111 2.5562 1.4320
O1 -2.7305 0.2522 -3.2392
C4 -2.0375 -0.6173 -2.6975
O2 -0.9970 -0.5482 -2.0000
C5 -2.4409 -2.0699 -2.9362
N10 -1.7988 -2.8954 -1.8548
C6 -1.3608 -4.2245 -2.4044
C7 -1.6307 -4.1313 -3.9111
C8 -1.7764 -2.6338 -4.1914
H4 -3.5210 -2.2034 -2.9324
H5 -2.3575 -2.9684 -1.0095
H6 -0.9626 -2.3256 -1.5691
H7 -1.9223 -5.0189 -1.9202
H8 -0.3084 -4.3311 -2.1515
H9 -2.5598 -4.6493 -4.1572
H10 -0.8270 -4.5886 -4.4852
H11 -2.3678 -2.4244 -5.0791
H12 -0.7964 -2.1657 -4.3097
C9 -1.6219 4.7443 -2.4281
N11 -0.9779 3.4705 -2.1675
C10 -0.4857 2.7192 -3.3188
C11 -0.8824 2.9645 -0.9273
C12 -1.4815 3.7417 0.2131
O3 -0.3209 1.8901 -0.7263
H13 -1.3679 5.0500 -3.4407
H14 -1.2711 5.5180 -1.7463
H15 -2.7114 4.6792 -2.3567
H16 -1.2748 2.6579 -4.0670
H17 -0.2368 1.7095 -3.0117
H18 0.3935 3.2155 -3.7370
H19 -2.5217 4.0012 0.0071
H20 -0.9268 4.6678 0.3774
H21 -1.4004 3.1378 1.1135
F1 2.5073 -3.5186 -3.9898
C13 2.6315 -2.2830 -4.5035
C14 2.8991 -1.2321 -3.7259
N12 3.0150 0.0485 -4.2417
C15 3.3024 1.1913 -3.3621
C16 2.3190 1.3409 -2.2180
O4 2.3984 2.3562 -1.5428
O5 1.5292 0.3384 -2.0061
C17 2.8920 0.2886 -5.5888
O6 2.9952 1.3856 -6.1066
N13 2.6159 -0.8351 -6.3487
C18 2.4711 -2.1547 -5.9332
O7 2.2427 -3.0443 -6.7302
H22 3.0309 -1.3423 -2.6554
H23 3.2517 2.0831 -3.9774
H24 4.3052 1.1172 -2.9391
H25 2.5294 -0.6675 -7.3399
C19 -1.8020 -1.4599 7.6583
C20 -0.6908 -0.7716 6.8821
N14 -1.0984 -0.3504 5.5443
C21 -1.3040 1.0771 5.2915
C22 -2.5880 1.6174 5.8954
C23 -1.1445 -1.3020 4.5861
O8 -0.8206 -2.4658 4.7816
C24 -1.5937 -0.8597 3.2198
C25 -2.8944 -0.5489 2.8929
C26 -3.1758 -0.1050 1.6127
C27 -2.1254 0.0555 0.7173
N15 -0.8763 -0.2635 1.0329
C28 -0.6176 -0.7305 2.2466
H26 -1.4442 -1.7594 8.6454
H27 -2.1286 -2.3560 7.1306
H28 -2.6617 -0.8003 7.7919
H29 0.1563 -1.4493 6.7788
H30 -0.3473 0.1237 7.4020
H31 -1.2690 1.2553 4.2188
H32 -0.4404 1.6055 5.6999
H33 -3.4552 1.0499 5.5486
H34 -2.7235 2.6611 5.6076
H35 -2.5711 1.5699 6.9871
H36 -3.6832 -0.6517 3.6316
H37 -4.1793 0.1536 1.3044
H38 -2.2748 0.4689 -0.2700
H39 0.4079 -0.9976 2.4731

Results
Energy above the lowest of the compared OMol25 structures with the same formula, charge and spin: 0.0 kcal/mol
Expectation value of S²: 2.008
Spin multiplicity: 3
Frontier orbital gap (spin up / spin down): 0.2694 / 0.2749 hartree
Charge: -1

Atomic partial charges in e from the Löwdin method, atoms 1 to 4: atom 1 (Ti): 0.84, atom 2 (Br): 0.29, atom 3 (C): -0.56, atom 4 (Br): 0.63



- Look up the charge of the third one.
  -1



- Look up the charge of the second one.
  +3



- Which value of charge does entry 1 give?
  -1